No. 1
Molecular formula: CH4IN2
Method: DFT, wB97M-V/def2-TZVPD

```
8
Properties=species:S:1:pos:R:3:forces:R:3:mulliken_charge:R:1
C -0.069134 0.518646 -0.108546 2.294 6.151 -1.908 0.41
N 0.788666 0.076327 0.765666 -0.381 -0.716 -0.107 -0.43
N -1.080570 -0.098415 -0.647283 1.593 -2.127 1.649 -0.30
I 0.840903 -1.835046 1.505983 0.068 0.258 -0.002 0.36
H 0.378751 1.727999 -0.430302 -2.304 -3.683 0.620 0.25
H 1.580456 0.693891 0.862640 0.211 -0.298 0.575 0.33
H -1.610936 -0.018708 -1.479435 -0.295 1.280 -0.772 0.31
H -0.828137 -1.064694 -0.468723 -1.187 -0.864 -0.055 0.06
```
Positions in Å, forces in eV/Å.

The HOMO energy comes out at -14.66 eV. As for the net charge: +1. As for the SMILES: [NH2+]=CNI. For the molar mass, the calculation gives 171.0 g mol⁻¹. The value obtained for the total energy is -447.3967 a.u. The value obtained for the energy above the lowest of the compared OMol25 structures with the same formula, charge and spin is 1.642 eV.

No. 2
Molecular formula: C9H11N2O
Method: DFT, wB97M-V/def2-TZVPD

```
23
Properties=species:S:1:pos:R:3:forces:R:3:mulliken_charge:R:1
C -0.122572 0.261016 2.827482 -1.027 -5.192 1.250 -0.23
C -0.086306 -1.046858 2.238258 -1.635 -0.359 7.432 -0.43
C 0.350350 1.304362 2.176176 0.867 4.594 -2.499 -0.66
C 0.317025 -1.237812 0.994229 0.639 -0.352 -7.528 -0.22
C 0.827210 1.286900 0.793162 2.564 -3.233 1.399 -0.40
C 0.555107 -0.064029 0.178113 0.455 -0.896 2.321 0.37
C -3.062167 -0.831694 -0.976352 1.578 0.813 -0.920 0.44
C 0.810194 -0.784242 -2.257206 1.532 -0.456 -3.351 -0.35
C 0.921383 0.730047 -2.192835 3.529 1.809 -0.494 -0.55
N -4.189028 -1.047093 -0.816421 -4.635 -2.138 0.384 -0.33
N 0.793439 -0.114034 -1.083321 0.270 0.844 0.417 0.17
O -1.980262 -0.430410 -1.162937 1.030 -0.034 0.137 -0.47
H -0.492824 0.332119 3.834481 -0.091 0.143 0.212 0.45
H -0.304111 -1.995036 2.870472 0.158 2.077 -0.971 0.31
H 0.352940 2.357719 2.457393 -0.263 -0.492 1.201 0.37
H 0.201904 -2.274179 0.437994 0.516 2.267 1.284 0.30
H 1.983217 1.411734 0.837424 -1.270 -0.120 -0.153 0.31
H -0.086000 -1.146881 -2.698565 -0.772 -0.491 0.081 0.27
H 1.744117 -1.270529 -2.612245 -0.667 0.013 0.736 0.27
H 1.945676 1.363206 -2.327481 -2.099 -2.157 0.335 0.24
H 0.148490 1.389462 -2.475457 -1.396 0.152 -0.058 0.30
H 0.529645 2.111926 0.262909 -1.120 1.860 -1.581 0.53
H -4.988366 -1.711251 -0.985701 1.837 1.348 0.366 0.33
```
Positions in Å, forces in eV/Å.

The HOMO energy (alpha / beta) comes out at -10.29 / -14.26 eV. As for the net charge: +1. As for the spin multiplicity: 3. For the molar mass, the calculation gives 163.2 g mol⁻¹. The value obtained for the total energy is -533.8468 a.u. The value obtained for the energy above the lowest of the compared OMol25 structures with the same formula, charge and spin is 1.606 eV.

No. 3
Molecular formula: C7H10
Method: DFT, wB97M-V/def2-TZVPD

```
17
Properties=species:S:1:pos:R:3:forces:R:3:mulliken_charge:R:1
C -0.992102 0.933533 0.353052 0.513 0.780 -0.050 -0.18
C 1.464941 0.161623 0.240167 -0.661 0.200 -0.704 -0.20
C -0.894460 -0.361764 -0.176370 1.802 -1.859 -0.111 0.61
C -1.861969 -1.250831 -0.360092 -3.247 0.003 0.423 -0.99
C 0.530561 -0.928118 -0.148619 1.133 0.398 -1.104 -0.39
C -1.663504 2.027308 -0.340596 -2.263 1.225 1.143 -1.04
C 2.736137 -0.320384 0.729239 2.177 -0.700 2.453 -0.89
H -1.762725 -2.333429 -0.311986 0.546 0.271 -0.301 0.30
H -2.935611 -0.945237 -0.222074 1.083 -0.154 -0.363 0.26
H 0.898688 -1.227565 -1.223554 -0.705 0.858 1.450 0.24
H 0.740981 -1.876554 0.384012 -0.696 0.192 0.187 0.39
H -2.460335 2.482541 0.373830 1.044 -0.969 -0.830 0.28
H -2.115793 2.008275 -1.320455 -0.468 -1.374 -0.615 0.39
H -1.153140 2.944518 -0.511836 1.624 0.694 0.679 0.42
H 2.769259 -1.437060 1.090559 0.013 1.658 -0.734 0.24
H 3.280683 0.309326 1.600802 -1.443 -1.090 -2.117 0.30
H 3.418389 -0.186183 -0.156079 -0.451 -0.133 0.594 0.27
```
Positions in Å, forces in eV/Å.

The HOMO energy (alpha / beta) comes out at -7.42 / -7.42 eV. As for the net charge: 0. For the molar mass, the calculation gives 94.2 g mol⁻¹. The value obtained for the total energy is -272.4078 a.u. The value obtained for the energy above the lowest of the compared OMol25 structures with the same formula, charge and spin is 8.441 eV.